92
Properties=species:S:1:pos:R:3:forces:R:3 method="wB97M-V/def2-TZVPD" max_force_ha_per_bohr=0.022 e_tot_ha=-1905.624488 smiles="CCCOCC1=C(C)C(=O)C(COC)=C(N=C(C)C)C1=O.COCCOC.COCCOC.COCCOC"
O -6.254621 -3.275234 6.856809 0.0 0.0 -0.1
C -7.000291 -2.208761 6.301073 0.0 0.0 0.0
H 3.224195 -4.664289 0.035754 -0.1 0.0 0.0
O 0.967449 -2.498531 1.503691 0.1 0.0 0.2
O -3.366544 4.176465 5.277155 0.0 -0.1 0.0
H -2.713694 5.034364 3.504927 0.0 0.0 0.0
O 1.706703 0.511817 -0.463223 0.2 0.0 0.0
H 0.194492 3.651437 -8.918336 0.0 0.0 0.0
N 2.799953 0.782377 -2.915009 -0.3 0.2 1.0
C 4.146827 -2.511092 -1.684912 0.3 -0.1 -0.2
C 3.224172 4.821984 -8.473076 0.0 -0.1 -0.2
H -0.174096 -1.047476 0.560475 0.1 0.0 0.0
C -2.376187 1.096147 5.598459 0.0 -0.1 0.0
H 5.058411 2.929779 -1.820488 0.1 0.0 0.0
C 3.757526 -3.806458 0.446039 0.4 0.1 0.1
O 2.166698 4.093131 -9.072566 0.0 0.0 0.1
H 4.380330 3.081048 -7.971221 0.0 0.0 0.0
H -4.439032 2.017708 6.434321 0.0 0.0 0.0
H -0.433649 -2.687188 0.000211 0.1 -0.1 0.0
H 2.239769 2.084426 -7.358454 0.0 0.0 0.0
H 4.819068 -4.040908 0.362344 0.0 0.0 0.0
H -5.476378 1.578821 5.067917 0.0 0.0 0.0
C -6.156758 -4.404023 6.003385 0.0 0.0 0.2
H 3.126949 -3.637944 -5.731641 0.1 0.0 0.0
H 1.658553 -0.552761 1.638487 -0.1 0.0 0.0
C -2.605464 -3.086455 1.359632 0.2 0.1 0.5
H 0.562084 5.384991 -8.830638 0.0 0.0 0.0
C 3.476210 -2.572729 -0.343790 -0.3 0.2 0.0
H -2.387271 -3.566327 0.406942 -0.1 0.1 -0.1
O 4.467342 -2.529054 -4.677384 0.1 0.0 0.0
O -4.652399 -3.389371 4.396499 0.0 0.1 0.1
C 4.607761 1.946255 -1.718167 -0.2 -0.3 0.0
H -8.067964 -2.453172 6.275144 0.0 0.0 0.0
H 3.902322 5.133882 -9.273497 0.0 0.0 0.0
H 2.757866 -1.810366 2.179609 -0.1 -0.2 0.1
H -5.392437 3.993237 5.281952 0.0 0.0 0.0
H -4.130338 -2.049738 5.906308 0.0 0.0 0.0
C -3.828208 -2.352671 4.900395 0.1 0.0 -0.1
H 0.900717 4.325595 -7.434770 0.0 0.0 0.0
H -2.627227 0.391929 6.399897 0.0 0.0 0.0
H -6.963399 -4.398849 5.263836 0.0 0.0 0.0
H -2.820410 -3.873879 2.082263 -0.1 -0.1 -0.1
H -2.040855 2.038941 6.036544 0.0 0.0 0.0
C 2.440898 -0.391173 -0.810246 -0.1 0.0 0.1
H -3.916420 -1.494750 4.235434 0.0 0.0 0.0
H -6.661310 -1.962933 5.291584 0.0 0.0 0.0
H 4.414337 1.771492 -0.656002 -0.1 0.1 0.0
H 5.556958 -1.030053 -3.864328 0.1 -0.1 -0.2
C 3.994371 3.980232 -7.481443 0.0 0.1 0.2
H -1.566909 0.672920 5.005031 0.0 0.0 0.0
H 1.648752 3.130227 -2.941510 0.0 0.1 -0.2
H -3.503072 -2.474667 1.297787 -0.1 -0.1 -0.3
C 3.335756 1.877529 -2.533200 -0.1 0.1 0.1
H 3.509575 -3.691581 1.497080 -0.2 0.0 0.0
H 5.294069 1.165643 -2.045488 0.1 0.1 0.0
C 2.704968 2.305379 -6.395429 0.1 0.1 0.0
C 2.724258 3.219340 -2.827181 0.5 -0.6 -0.2
C 3.108792 -0.354582 -2.151821 0.6 0.0 -1.0
H -4.617052 3.501141 3.767221 0.0 0.0 0.0
C 3.166687 -3.048454 -4.816894 -0.3 0.0 0.0
H -1.058149 -2.660083 2.800454 0.2 0.0 0.0
H 1.967479 2.203960 -5.601551 0.0 0.0 0.0
H -2.781247 -2.677767 4.917604 0.0 0.1 0.1
O 3.201610 3.634306 -6.357882 -0.1 0.0 0.1
H 2.410549 -2.257856 -4.894508 0.1 0.1 0.0
C -4.525150 2.045517 5.343855 -0.1 -0.2 -0.2
C -0.252030 -2.084377 0.895138 -0.2 0.1 0.0
H -6.273874 -5.296401 6.626098 0.0 0.0 0.0
H 2.842052 5.722873 -7.982881 0.0 0.0 0.0
O 4.931978 -3.385774 -1.998331 -0.1 0.1 0.1
C 2.692078 -1.559789 0.063894 0.1 -0.3 0.2
H 2.893316 -3.693413 -3.975108 0.1 0.0 0.0
C 0.894560 4.386687 -8.525780 0.0 0.0 0.0
C -4.525885 3.476748 4.857517 0.0 0.1 0.1
H -1.480503 4.683778 4.732805 0.0 0.0 0.0
C 2.017263 -1.560330 1.419833 0.1 0.2 -0.2
O -3.488967 1.284833 4.742070 0.1 0.1 0.1
H 3.203074 3.636039 -3.717663 -0.2 0.2 0.0
C 3.888385 -1.366412 -2.580058 -0.5 0.1 0.0
H 2.978856 3.832480 -1.963872 -0.2 0.3 -0.1
H 3.516491 1.593559 -6.207119 0.0 -0.1 -0.1
C 4.508605 -1.318360 -3.958057 -0.1 -0.1 0.1
H -2.174530 3.356560 3.778533 0.0 0.0 0.0
H 4.848027 4.559568 -7.115273 0.0 0.0 0.0
C -1.424193 -2.228997 1.870238 -0.4 -0.2 -0.1
H -4.009110 -4.472471 6.044273 0.0 0.0 0.0
H -4.759404 -5.393881 4.730616 0.0 0.0 0.0
H 3.974075 -0.555936 -4.536028 0.1 0.2 0.1
H -6.857189 -1.342137 6.944699 0.0 0.0 0.0
H -1.824808 -1.244094 2.114727 0.2 0.1 0.1
C -2.389242 4.312611 4.262270 0.0 0.0 0.0
C -4.816951 -4.464209 5.306000 0.0 -0.1 -0.2